C15H12N3O2 | ωB97M-V with the def2-TZVPD basis set

Last column: Löwdin charge in e.
Geometry (Å):
O 2.05172 -2.35012 3.59576  -0.023
O 0.35943 -2.53186 5.03376  0.056
N 2.68964 0.17439 2.36421  0.085
N -3.39615 -0.50864 1.90415  0.090
N -5.70900 -6.63756 2.82510  0.110
C 0.13470 0.09031 2.13865  -0.184
C -1.59103 -4.32613 1.64439  -0.034
C -3.48156 -5.23586 2.85890  -0.248
C -3.09499 -4.52082 4.01977  -0.014
C 0.77950 -2.53975 3.87413  -0.490
C -2.72417 -5.13479 1.66751  -0.037
C 1.52365 0.03508 2.28909  -0.309
C -0.84279 -0.84129 2.24061  -0.215
C 4.21540 -1.78135 4.30016  -0.100
C 2.82638 -2.06402 4.80238  -0.213
C -2.22366 -0.51339 1.97912  -0.234
C -1.95741 -3.71029 3.95134  -0.017
C -1.17256 -3.65146 2.78706  -0.196
C -4.69423 -6.02846 2.84946  -0.194
C -0.13514 -2.56726 2.67419  -0.110
H 2.42242 -1.19233 5.35827  0.135
H 4.66974 -2.68929 3.87958  0.074
H -1.68879 -3.15439 4.84982  0.108
H -3.66914 -4.67206 4.95969  0.125
H -2.99477 -5.74074 0.78223  0.119
H -1.00039 -4.18307 0.74117  0.116
H 4.20504 -1.00011 3.52600  0.035
H 4.83810 -1.44312 5.13820  0.073
H 2.79216 -2.98158 5.41478  0.124
H -0.17818 1.09407 1.91893  0.090
H 0.35193 -2.44650 1.67450  0.160
H -0.87862 -1.67782 3.20664  0.119

Results
**Gap between HOMO and LUMO**: 4.6 eV
**2S+1**: 1
**Energy relative to the best compared isomer or geometry (same formula, charge and spin)**: 493.10 kJ/mol
**HOMO energy**: -2.261 eV
**DFT total energy**: -24309.9665 eV
**LUMO energy**: 2.3154 eV
**Total charge**: -1


C9H14 | ωB97M-V with the def2-TZVPD basis set

Last column: Löwdin charge in e.
Geometry (Å):
C -0.60899 0.29495 -1.67312  -0.062
C -2.00816 0.92043 0.24721  -0.055
C -0.87315 1.22559 0.91843  -0.127
C -1.81755 0.24223 -1.01472  -0.291
C 2.77380 -0.26170 1.14243  -0.174
C 0.43848 1.26808 0.39375  -0.102
C -2.98579 -0.52704 -1.70338  -0.067
C 0.54376 0.93010 -1.01885  -0.056
C 1.89652 -1.52552 1.52359  -0.142
H -0.49882 -0.17347 -2.65883  0.109
H -3.30767 -0.12234 -2.78745  0.118
H 3.89053 -0.66872 1.09090  0.100
H -4.01066 -0.29986 -1.42738  0.050
H 2.37770 0.01407 0.22184  -0.023
H 1.39482 1.63016 0.85852  0.096
H -0.92728 1.58188 1.93970  0.099
H 0.98094 -1.54411 1.09019  -0.013
H -2.53276 -1.51380 -1.56881  0.079
H 2.93267 0.66585 1.73581  0.061
H -3.03369 0.85325 0.70497  0.126
H 2.47874 -2.39179 1.05904  0.084
H 1.43266 1.16394 -1.63206  0.102
H 1.46392 -1.76217 2.55822  0.087

Results
**Structure (SMILES)**: Cc1ccccc1.CC
**Gap between HOMO and LUMO**: 9.8 eV
**2S+1**: 1
**Energy relative to the best compared isomer or geometry (same formula, charge and spin)**: 291.56 kJ/mol
**HOMO energy**: -8.871 eV
**DFT total energy**: -9557.1597 eV
**LUMO energy**: 0.9769 eV
**Total charge**: 0


C4H3NS | ωB97M-V with the def2-TZVPD basis set

Last column: Löwdin charge in e.
Geometry (Å):
S -3.76339 0.18086 -0.27085  0.674
N -2.30798 -0.38691 0.88789  -0.061
C -1.96825 0.26022 -0.11214  -0.793
C -0.68180 0.61622 -0.58961  0.026
C 0.37039 0.18611 -0.16306  -0.067
C 1.75682 -0.14162 -0.01970  -0.099
H 2.10699 -1.14415 -0.35696  0.092
H 2.52068 0.60876 -0.47012  0.125
H 1.96654 -0.17949 1.09455  0.102

Results
**Structure (SMILES)**: CC#CC1=NS1
**Gap between HOMO and LUMO**: 8.6 eV
**2S+1**: 1
**Energy relative to the best compared isomer or geometry (same formula, charge and spin)**: 316.35 kJ/mol
**HOMO energy**: -8.506 eV
**DFT total energy**: -16516.9712 eV
**LUMO energy**: 0.1195 eV
**Total charge**: 0


C5H4N2 | ωB97M-V with the def2-TZVPD basis set

Last column: Löwdin charge in e.
Geometry (Å):
N 0.67863 0.26953 1.83009  0.038
N 0.91113 -0.48709 0.75719  0.018
C -0.89139 0.64504 0.24142  -0.023
C 0.11549 -0.86303 -1.54121  -0.170
C -0.40642 0.96921 1.52097  -0.154
C -0.00297 -0.29822 -0.22739  -0.290
C 0.32771 -1.44998 -2.64680  0.109
H -1.74799 1.03597 -0.28883  0.109
H -0.05757 -0.13953 -2.46517  0.095
H -0.79608 1.69810 2.21781  0.102
H 1.70466 -1.10962 0.74390  0.166

Results
**Gap between HOMO and LUMO**: 10.4 eV
**2S+1**: 1
**Energy relative to the best compared isomer or geometry (same formula, charge and spin)**: 371.21 kJ/mol
**HOMO energy**: -9.657 eV
**DFT total energy**: -8225.6460 eV
**LUMO energy**: 0.6990 eV
**Total charge**: 0


C4H6N2S | ωB97M-V with the def2-TZVPD basis set

Last column: Löwdin charge in e.
Geometry (Å):
S 3.81711 -0.51911 -0.15209  0.515
N 2.16513 -0.66752 -0.30786  -0.519
N 1.45085 1.63342 -0.17868  0.103
C -2.96928 -0.48466 -0.10290  -0.125
C 1.11628 0.40250 -0.05397  -0.568
C -0.24606 -0.08627 -0.08557  -0.005
C -1.50176 -0.13665 -0.21200  -0.035
H 2.10797 -1.35695 0.98615  0.209
H 3.96179 1.12616 0.42192  0.024
H -3.22642 -1.57526 -0.52038  0.116
H 0.39256 2.08707 -0.03118  0.140
H -3.58522 0.04647 -0.75333  0.018
H -3.48296 -0.46921 0.98988  0.126

Results
**Gap between HOMO and LUMO**: 8.5 eV
**2S+1**: 1
**Energy relative to the best compared isomer or geometry (same formula, charge and spin)**: 734.87 kJ/mol
**HOMO energy**: -8.433 eV
**DFT total energy**: -18053.3569 eV
**LUMO energy**: 0.0401 eV
**Total charge**: 0


C25H31N7O2S | ωB97M-V with the def2-TZVPD basis set

Last column: Löwdin charge in e.
Geometry (Å):
S 3.45113 -0.35295 -1.77392  1.106
O 0.40368 0.76661 -4.10423  0.081
O -0.85472 -1.34707 -3.07176  -0.086
N 1.94949 -2.48753 -1.64725  0.113
N -2.53999 1.10640 2.07174  0.008
N -2.16046 -0.98351 1.70314  0.062
N 2.34914 -1.49197 0.41851  -0.111
N -3.44854 -0.79537 1.93132  -0.013
N 0.68649 -0.54741 2.29049  -0.109
N -3.69141 0.42290 2.14854  0.048
C -1.57123 0.19234 1.79594  -0.206
C 0.05535 0.46843 0.01749  -0.171
C -1.34951 3.30791 2.07064  -0.020
C -0.36229 -0.43504 -2.17653  -0.201
C 0.29238 0.66663 -2.75628  -0.261
C 0.81720 1.65073 -1.93787  -0.027
C -3.18367 2.74354 3.72333  -0.194
C 1.69971 -2.54066 1.16900  -0.102
C 3.01753 -1.16051 -3.25826  -0.464
C 3.34545 -0.81241 -4.55249  -0.098
C -0.48133 -0.52022 -0.80235  0.035
C 2.91196 -0.40224 1.17635  -0.154
C 0.70065 1.55049 -0.56101  -0.073
C 2.07421 -0.19387 2.45575  -0.141
C 2.47892 -1.57568 -0.90761  -0.559
C 2.09770 -2.72955 -5.31510  -0.092
C -0.11473 0.40667 1.53270  -0.187
C 2.87371 -1.60730 -5.58220  -0.101
C -1.35678 -2.56018 -2.56037  -0.073
C 0.55318 -1.96921 2.03443  -0.143
C -2.65114 2.54678 2.28976  -0.504
C -2.27461 2.17657 4.80923  -0.082
C -3.68892 3.05494 1.27950  -0.028
C 2.22126 -2.28979 -2.97064  -0.323
C 1.76938 -3.08088 -4.02084  -0.030
H -0.59677 -3.06987 -1.96171  0.083
H 0.17957 1.37653 1.93594  0.115
H 1.17062 -3.95235 -3.80881  0.110
H 2.44953 -3.02207 1.81023  0.125
H 2.88867 0.49650 0.55408  0.075
H -1.33928 2.72657 4.87885  0.066
H 2.15704 0.84612 2.77938  0.124
H 3.95964 -0.60817 1.43874  0.127
H 0.03423 -0.03842 -4.49337  0.110
H 3.11398 -1.35144 -6.60297  0.099
H 2.46326 -0.82757 3.25854  0.124
H -3.87551 4.11336 1.43771  0.087
H -1.00448 -1.34865 -0.35550  0.100
H -0.59453 3.04686 2.80631  0.075
H 1.12769 2.32700 0.05875  0.115
H -2.25725 -2.39874 -1.95985  0.099
H -0.96556 3.13481 1.06805  0.077
H 1.32736 -3.27501 0.45662  0.113
H -0.41945 -2.14929 1.58464  0.081
H 3.94904 0.05939 -4.74990  0.108
H -4.15553 2.25075 3.78448  0.108
H -1.60717 -3.16273 -3.43183  0.097
H -4.62187 2.50979 1.39386  0.076
H 1.32396 2.48576 -2.39378  0.123
H -2.77397 2.24279 5.77237  0.074
H 1.74496 -3.33771 -6.13526  0.100
H -1.55828 4.37062 2.17268  0.099
H -3.33200 3.81135 3.89030  0.119
H -2.04717 1.12921 4.62107  0.074
H 0.56444 -2.47607 3.00752  0.122
H -3.32437 2.91306 0.26368  0.091

Results
**Structure (SMILES)**: CCC(C)(C)n1nnnc1[C@H](c1ccc(O)c(OC)c1)N1CCN(c2nc3ccccc3s2)CC1
**Gap between HOMO and LUMO**: 8.1 eV
**2S+1**: 1
**HOMO energy**: -7.675 eV
**DFT total energy**: -51788.6026 eV
**LUMO energy**: 0.4672 eV
**Total charge**: 0


C4H10O2 | ωB97M-V with the def2-TZVPD basis set

Last column: Löwdin charge in e.
Geometry (Å):
O -0.03065 -1.29620 -2.04278  -0.118
O -0.05828 0.80157 -0.82868  -0.209
C -1.08625 -0.49906 0.00896  0.019
C -0.10162 -0.83987 1.06893  -0.215
C 1.08013 0.98736 -0.00058  -0.255
C 0.68376 0.42328 1.35891  -0.189
H 1.55102 0.22762 1.99020  0.112
H 0.15414 -0.36287 -1.75085  -0.025
H 1.34501 2.05787 0.11044  0.123
H -0.64009 -1.19808 1.95297  0.126
H -0.79225 -1.17650 -2.62329  0.043
H 0.02859 1.14637 1.86247  0.118
H -1.82217 0.26406 0.18667  0.100
H 0.54359 -1.65722 0.71868  0.127
H -1.57695 -1.42144 -0.40731  0.121
H 1.98909 0.47510 -0.37690  0.124

Results
**Gap between HOMO and LUMO**: 10.7 eV
**2S+1**: 1
**Energy relative to the best compared isomer or geometry (same formula, charge and spin)**: 276.45 kJ/mol
**HOMO energy**: -9.819 eV
**DFT total energy**: -8402.6818 eV
**LUMO energy**: 0.8437 eV
**Total charge**: 0


C60H75N4O3PS3TeTi | ωB97M-V with the def2-TZVPD basis set

Last column: Löwdin charge in e.
Geometry (Å):
Te -2.61754 2.74319 -2.42330  1.309
Ti -0.59114 0.79475 0.92161  0.679
S -0.90746 -0.35922 -1.26315  0.599
S -3.08197 0.43127 0.90012  0.654
S 1.37226 2.54755 -2.98631  0.689
P -0.05676 -3.30218 1.20725  1.139
O -1.25903 -0.67966 5.82355  0.103
O -0.95833 0.58269 2.79342  -0.250
O 1.19246 0.17683 1.00884  -0.387
N 0.83115 2.41935 -5.61220  -0.060
N 1.85292 -2.03330 -0.85760  0.066
N -0.07198 0.78291 -4.30803  -0.056
N -0.62260 2.68573 0.70326  -0.161
C -6.47145 4.04645 -0.74923  -0.102
C -3.48004 -0.17725 5.22165  -0.147
C 3.47273 -0.76486 -6.20766  -0.064
C 3.43696 -0.28996 -3.73705  -0.030
C 4.34027 3.78118 1.41377  -0.151
C -5.34693 -1.58192 5.79971  -0.097
C 3.05688 -1.09443 -4.79739  -0.290
C 2.46745 -2.93494 -0.02404  -0.272
C -1.01116 1.62065 3.61800  -0.282
C -4.01674 -1.23426 5.95376  -0.034
C 2.16127 3.34415 0.45781  -0.056
C -0.43160 -5.14002 1.08331  -0.564
C -2.06676 -2.56729 2.92375  -0.124
C -2.87841 -1.77290 -2.57872  -0.128
C 2.26724 -2.20822 -4.52758  -0.036
C 3.49578 0.33424 -1.31022  -0.049
C -6.14249 -0.89041 4.89020  -0.100
C -0.54895 -2.87676 2.95235  -0.520
C -7.37978 3.76061 -1.75904  -0.124
C 3.07092 -0.57428 -2.42160  -0.196
C 0.67404 1.88976 -4.35911  -0.868
C 2.29387 -1.70692 -2.17017  -0.189
C 3.77572 -3.37368 -0.29298  -0.022
C -0.47483 2.85525 3.19478  -0.119
C -1.78489 4.10043 -0.98985  -0.478
C -2.02040 0.13981 5.35267  -0.301
C -3.49977 -0.54065 -0.48990  -0.787
C 3.50772 3.61647 0.30872  -0.124
C 2.49718 -4.34062 1.93513  -0.069
C -1.23651 5.03597 6.23324  -0.078
C -0.19002 -3.82184 4.09709  -0.115
C -4.27781 0.51350 4.31746  -0.022
C -0.45441 0.00455 -5.45695  -0.087
C 4.53195 -5.65604 2.65172  -0.073
C 3.38051 -0.03000 2.05834  -0.065
C -4.64087 3.25397 -2.11722  -0.546
C -5.56308 2.97070 -3.12640  -0.177
C 3.80876 -4.73331 1.70541  -0.297
C -0.55894 3.93172 4.06900  -0.002
C -5.11775 3.78837 -0.92097  -0.125
C 1.79003 -3.47721 1.09998  -0.283
C -1.55627 1.48750 4.89325  -0.102
C 4.42466 -4.25040 0.55331  -0.062
C -6.91661 3.21444 -2.94937  -0.121
C -5.60580 0.14775 4.14497  -0.073
C 1.56240 3.21264 1.73229  -0.179
C -4.95169 -0.95823 -0.59503  -0.144
C 0.17548 2.86682 1.86651  -0.305
C -1.15264 3.83068 5.33056  -0.287
C 0.96574 -3.67965 -2.96281  -0.041
C 2.42760 3.37848 2.84126  -0.059
C -2.57394 -0.90234 -1.39041  -0.784
C 1.87164 -0.06877 2.21972  -0.337
C -1.70407 3.63155 0.46221  -0.334
C -1.65564 2.60041 5.72711  -0.008
C 3.77249 3.65762 2.67971  -0.137
C -1.92660 -5.41384 1.24592  -0.134
C 1.41456 3.73241 -5.79457  -0.142
C 1.87055 -2.51590 -3.23437  -0.199
C 0.05027 -5.70145 -0.24901  -0.131
H -5.41239 -0.58838 -1.51661  0.067
H 1.56861 0.66566 2.97575  0.103
H 1.53350 3.20657 -0.41158  0.031
H -1.76614 4.79620 7.15716  0.061
H 1.50387 -4.49299 -2.47137  0.071
H 1.10881 -5.50067 -0.41695  0.058
H -0.77997 4.28418 -1.37130  0.019
H 4.87987 -6.56204 2.14777  0.067
H 4.01767 0.60669 -3.92723  0.109
H -5.76462 -2.40199 6.37186  0.091
H -0.13799 4.88329 3.75447  0.124
H -0.62900 -3.43705 5.02156  0.068
H 3.87764 -5.96081 3.46972  0.066
H -2.53387 -2.80623 1.96679  0.046
H 0.53566 -4.06280 -3.89064  0.075
H 3.70336 0.93339 1.65850  0.060
H -3.93942 -2.01816 -2.64423  0.056
H 2.34158 3.78904 -5.22958  0.046
H 1.18071 -1.40201 -0.42828  0.022
H 0.16340 -3.37043 -2.29004  0.059
H -3.36551 -1.77694 6.62756  0.112
H 0.75986 4.53219 -5.43683  0.078
H -7.61282 2.97943 -3.74677  0.090
H -2.59461 -1.27217 -3.50825  0.047
H -2.59185 -3.12239 3.70638  0.073
H 3.84904 -0.17057 3.03762  0.075
H -1.50654 4.52606 1.06767  0.120
H 1.62416 3.87474 -6.85572  0.071
H -4.43453 3.98153 -0.10478  0.082
H 3.98645 1.22251 -1.70804  0.065
H 2.61469 -0.75115 -6.88453  0.060
H -0.10108 -6.78581 -0.27508  0.072
H -5.51313 -0.55031 0.24412  0.041
H 1.59311 -1.05970 2.60049  0.082
H 5.44186 -4.55247 0.32046  0.104
H -0.51458 -5.26406 -1.07494  0.064
H 4.28018 -2.98935 -1.17212  0.111
H 5.39714 3.98781 1.29338  0.073
H 5.40742 -5.17252 3.09346  0.070
H -0.04289 -1.92816 3.14167  0.069
H -1.19734 0.51974 -6.07994  0.079
H 1.92735 -2.83758 -5.34642  0.110
H -2.31209 -2.70942 -2.53262  0.060
H 0.88738 -3.88500 4.25293  0.056
H 3.94678 0.21596 -6.25292  0.069
H -2.24137 -1.50396 3.07434  0.032
H 1.98569 -4.76815 2.78970  0.083
H -2.27966 -5.19728 2.25380  0.055
H 0.40946 -0.25470 -6.07618  0.068
H 4.18916 -0.17833 -0.63925  0.077
H 4.18104 -1.50190 -6.59598  0.071
H -6.81813 4.45601 0.19261  0.095
H -5.21567 2.55339 -4.06587  0.081
H -5.06610 -2.04664 -0.57500  0.067
H 4.39554 3.76561 3.56273  0.085
H -1.76525 5.86196 5.75033  0.068
H 2.64452 0.65138 -0.70714  0.057
H -2.11367 2.49372 6.70664  0.113
H -0.16097 0.34900 -3.38185  0.004
H 3.91538 3.69344 -0.69473  0.088
H -8.43673 3.95168 -1.61730  0.086
H -7.17901 -1.17564 4.75289  0.092
H 3.72283 -0.83101 1.40040  0.050
H -0.24271 5.40325 6.50400  0.069
H -0.90894 -0.91584 -5.09928  0.077
H 0.09741 2.18294 -6.26202  0.106
H 2.02984 3.26361 3.84277  0.102
H -2.14365 -6.46502 1.02702  0.067
H -2.36622 5.02048 -1.08548  0.040
H -3.84674 1.30371 3.71742  0.103
H -6.21033 0.66426 3.41042  0.102
H -2.66750 3.22402 0.78904  0.053
H 0.10494 -5.65913 1.88581  0.087
H -0.57807 -4.83221 3.93548  0.062
H -2.50865 -4.79991 0.55291  0.073

Results
**Gap between HOMO and LUMO**: 4.3 eV
**2S+1**: 1
**Energy relative to the best compared isomer or geometry (same formula, charge and spin)**: 0.00 kJ/mol
**HOMO energy**: -0.731 eV
**DFT total energy**: -147749.6060 eV
**LUMO energy**: 3.6052 eV
**Total charge**: -2